The following is a DFT calculation (ωB97M-V/def2-TZVPD) of a structure of composition C36H49BN9O5RhS3.

## Properties
Gap between HOMO and LUMO (spin up / spin down) = 6.11 / 6.12 eV
E = -3599.7618 Ha
HOMO energy (spin up / spin down) = -13.77 / -13.77 eV
Charge = +2
Energy above the lowest of the compared OMol25 structures with the same formula, charge and spin = 0.0 kcal/mol

Each line ends with the Löwdin charge.
Atoms and positions in Å:
N  -1.2762  3.4378  -2.3972  0.05
H  6.3583  0.2241  1.3220  0.09
H  -3.5880  1.9189  2.4208  0.12
C  0.9290  -4.5187  1.3625  -0.17
C  5.7579  -1.1938  2.8665  -0.54
H  2.9082  -4.2295  3.3219  0.07
H  5.7546  -1.3191  0.6876  0.06
H  4.6993  -4.2834  -4.4301  0.10
H  6.4274  0.6127  3.9058  0.10
B  1.4486  -0.9902  0.5961  -0.74
H  3.5661  2.2660  -2.8339  0.10
C  -1.9518  4.7144  -2.5689  -0.04
N  -7.9615  -0.0386  0.1506  -0.35
S  0.0327  0.3000  2.5520  0.92
O  -7.8567  -1.0989  -0.4277  0.09
C  1.7270  -6.8872  1.4425  -0.03
H  1.2041  1.6760  4.9815  0.10
H  7.3568  -1.2273  1.4270  0.10
C  -4.4804  1.5285  1.9463  -0.03
H  0.8568  0.0629  5.5968  0.10
C  5.8327  -2.7119  3.0969  -0.03
H  7.6315  -0.6642  3.7753  0.10
H  5.4082  -3.2533  2.2500  0.07
C  3.6871  -0.2344  4.0740  0.11
H  3.7954  -4.5903  -0.8193  0.07
H  -2.3535  2.3749  0.4172  0.07
H  -1.7829  5.0595  -3.5841  0.10
C  -0.1618  -4.8290  0.5068  0.11
N  -2.0913  3.0765  -0.2659  0.23
C  -6.7425  0.5064  0.7921  -0.12
H  0.5573  -4.8718  4.0179  0.09
C  -1.9113  -4.1288  -1.1854  -0.02
C  -1.3992  2.6513  -1.3290  -0.56
C  -3.1200  -0.3911  0.9919  -0.52
O  -3.0466  -1.6012  0.8652  0.07
C  2.3625  0.1169  4.0807  -0.21
H  3.4502  -5.9097  3.2482  0.10
N  2.4084  -0.9824  -0.6126  -0.03
H  4.2833  -0.0729  4.9617  0.13
C  1.5862  -5.5778  2.2299  -0.54
Rh  -0.1914  0.4662  0.3403  0.67
H  3.2228  -3.3221  -4.3208  0.10
H  -2.6149  -3.2960  -1.1385  0.07
H  -7.8010  2.1610  1.6264  0.13
H  4.7954  -2.5306  -4.4996  0.08
N  1.3756  -3.2928  1.4619  0.22
H  -0.3049  -6.1622  3.1647  0.09
N  2.8895  -2.1266  -1.0795  0.22
N  2.3034  -0.6815  1.8577  -0.02
O  -2.0779  0.4432  1.0048  -0.34
H  0.7670  -7.3702  1.2578  0.08
N  3.5810  -1.0288  1.8444  0.22
H  4.1135  -5.4730  -2.3192  0.10
H  -1.5704  -4.2335  -2.2186  0.11
H  3.6029  -4.8644  1.8286  0.07
H  -0.5499  -5.8391  0.4965  0.14
S  -0.7134  -1.2486  -1.0992  0.97
O  -0.8357  1.5095  -1.3603  -0.23
C  3.6907  -4.5574  -1.9054  -0.05
C  -6.8421  1.6743  1.5251  0.02
H  6.3285  -4.3758  -2.4778  0.10
H  -0.7217  3.0571  -3.1455  0.16
H  -2.4290  -5.0440  -0.9075  0.10
C  4.2928  -0.7930  2.9250  -0.16
H  2.3284  -7.5902  2.0181  0.10
N  0.7934  -2.3663  0.6962  0.00
C  6.5725  -0.4694  3.9415  -0.05
H  5.2947  -3.0104  3.9992  0.09
C  4.2733  -3.3643  -4.0272  -0.03
C  1.6843  -0.1053  2.8681  -0.52
H  6.8745  -3.0114  3.2151  0.10
C  2.7870  0.2317  -0.9889  -0.53
C  3.8623  -2.0574  -1.9552  -0.18
C  -4.4087  0.3522  1.2050  -0.12
H  5.2287  1.6644  -2.9164  0.10
C  4.4254  -3.3568  -2.5000  -0.55
H  -1.5618  5.4672  -1.8829  0.10
S  1.8282  1.4930  -0.2987  0.87
O  -8.9719  0.6233  0.2317  0.10
C  2.9695  -5.1108  2.6836  -0.06
C  -5.5552  -0.1765  0.6291  0.07
C  4.3457  1.7331  -2.2856  -0.02
H  -5.7508  3.0764  2.7185  0.12
H  6.4967  -2.6288  -2.5685  0.09
C  1.6575  0.7205  5.2518  -0.02
C  -0.7544  -3.8797  -0.2751  -0.20
H  2.3459  0.8878  6.0764  0.10
C  -5.6940  2.1789  2.1180  -0.04
H  1.1314  -6.5409  4.1137  0.10
H  2.2272  -6.7270  0.4844  0.09
C  5.9120  -3.4340  -2.1202  -0.03
C  0.6828  -5.7976  3.4537  -0.02
H  -3.0292  4.6100  -2.4319  0.10
H  -5.5283  -1.1013  0.0712  0.14
H  6.0447  -3.3946  -1.0368  0.08
H  6.3390  -0.8227  4.9475  0.09
C  4.3809  -0.7996  -2.3561  0.10
C  -0.1938  -2.5866  -0.1576  -0.51
H  4.5913  2.3313  -1.4063  0.09
H  5.2044  -0.7754  -3.0588  0.14
C  3.8631  0.3778  -1.8874  -0.21
H  2.6258  -4.5344  -2.1434  0.08
H  -2.5905  3.9488  -0.2873  0.11
C  6.3334  -0.8558  1.4861  -0.04



The following is a DFT calculation (ωB97M-V/def2-TZVPD) of a cluster of 7 separate species, C36H49F9N6O3S in total.

## Properties
Gap between HOMO and LUMO = 5.05 eV
E = -3251.9311 Ha
HOMO energy = -7.84 eV
Charge = 0
Structure (SMILES) = COCCCCC[C@@H](CCC(F)(F)C(F)(F)S(F)(F)(F)(F)F)OC=O.c1cc[nH]c1.c1cc[nH]c1.c1cc[nH]c1.c1cc[nH]c1.c1cc[nH]c1.c1cc[nH]c1

Each line ends with the Löwdin charge.
Atoms and positions in Å:
C  10.2826  4.0168  1.7668  -0.14
H  8.4636  -0.4694  -0.8124  0.11
H  -7.7122  -3.8336  -7.8316  0.09
C  -8.2682  1.1093  -12.7672  -0.14
N  -5.6952  -1.5628  -6.6252  0.00
H  -8.6844  2.0415  -13.1252  0.10
H  2.1326  0.2735  -2.9177  0.11
H  -4.4175  -3.5222  9.4933  0.10
H  1.1474  -3.0072  11.6415  0.09
H  12.1776  4.4784  2.7694  0.09
N  2.3938  -0.1519  4.5569  0.02
F  -5.6352  -0.2065  -1.5180  -0.17
H  8.7497  2.7250  1.0684  0.14
F  -6.5725  -1.8301  -2.9881  -0.17
H  -0.4102  0.1047  9.0439  0.11
F  -5.0717  -0.0689  -3.8319  -0.21
C  11.4440  3.7471  2.4555  -0.12
C  11.4916  2.3491  2.6714  -0.12
H  9.8664  4.9490  1.4088  0.10
C  -4.0416  -0.3017  10.1872  -0.11
C  1.6399  -2.3605  9.6047  -0.14
C  -6.2271  -2.8248  -6.5721  -0.15
H  -9.8012  -0.1825  -13.4656  0.15
C  0.9671  -2.3432  10.8059  -0.12
F  -4.4085  -2.3662  -3.9055  -0.21
O  6.4864  0.5333  -0.7328  -0.27
H  4.1494  -0.5012  -1.6582  0.13
H  3.8662  -2.5711  6.1876  0.09
N  -5.6202  -1.8644  10.1029  -0.01
C  0.0087  -1.3039  10.7379  -0.13
C  -1.2575  0.5763  -1.2547  -0.05
F  -4.8662  -2.5931  -1.4557  -0.18
H  12.2687  1.7966  3.1835  0.09
H  -0.8484  0.2863  -0.1709  0.14
H  7.9929  0.4018  0.8177  0.08
H  -6.2822  -1.1109  -11.3505  0.09
H  -2.4034  -1.6906  9.5534  0.07
H  4.0259  2.1611  -1.6948  0.11
C  2.5477  0.4262  5.7900  -0.13
C  -2.9210  0.3785  -1.2845  -0.18
H  2.2044  1.4352  5.9752  0.11
F  -3.4376  1.7112  -1.7303  0.00
H  1.4181  -1.1561  7.8707  0.10
C  0.1264  -0.7179  9.4974  -0.15
C  3.3966  -1.6562  5.8501  -0.12
H  -6.5216  -2.3209  10.1553  0.15
F  -3.2609  0.0782  0.1573  0.00
C  10.3573  1.8082  2.1084  -0.15
H  3.4216  -0.3297  7.6540  0.10
C  -7.1068  0.8396  -12.0784  -0.11
C  4.7603  0.0666  -2.4967  -0.18
H  -1.2459  2.8079  -0.5159  0.13
H  -5.0097  -1.1890  -5.9818  0.11
H  6.7870  -0.9925  -2.2427  0.13
C  1.3257  1.6759  0.8929  -0.11
H  2.0006  3.5720  -2.9981  0.13
H  2.8934  -2.0446  3.6995  0.11
H  4.6502  2.2061  -3.4965  0.12
O  1.5883  0.7525  1.8217  -0.04
C  4.0748  1.5554  -2.6948  -0.21
C  -0.8282  2.1832  -1.4329  -0.11
C  2.5484  1.3117  -3.2763  -0.22
C  -6.2368  -0.8869  -7.6876  -0.14
H  -0.7012  -0.1313  -2.0017  0.14
C  -7.1254  -2.9521  -7.6080  -0.11
C  0.8321  2.3779  -1.3853  -0.29
C  -4.4440  -2.4707  9.7461  -0.14
H  6.9275  0.8336  -2.8616  0.13
C  -7.1311  -1.7256  -8.3143  -0.12
F  -2.5210  -2.0645  -1.7217  0.01
H  2.6635  1.2685  -4.4625  0.12
C  -3.4468  -1.5219  9.7864  -0.11
H  -7.7233  -1.4807  -9.1865  0.08
C  -3.2024  -0.8512  -2.3110  -0.22
H  -5.9228  -3.5219  -5.8029  0.10
N  9.6302  2.8301  1.5554  0.00
H  1.0335  3.4328  -0.8695  0.15
C  6.3635  0.1061  -2.1358  -0.23
H  -0.6908  -1.0133  11.5109  0.09
F  -2.5641  -0.6654  -3.6679  0.01
H  -6.3732  1.5709  -11.7646  0.09
H  -1.1619  2.6313  -2.4613  0.12
H  4.6316  -0.5593  -3.5017  0.13
H  10.0070  0.7863  2.0527  0.09
C  -8.1936  -1.0993  -12.4256  -0.14
C  7.5515  -0.2576  -0.0722  -0.12
S  -4.9699  -1.3259  -2.6194  1.09
H  -8.5438  -2.1212  -12.4813  0.11
H  0.6248  2.4591  -3.7135  0.11
N  -8.9206  -0.0774  -12.9786  0.00
C  3.1649  -0.4878  6.6146  -0.15
C  -5.3837  -0.5427  10.3787  -0.15
H  1.9648  0.2886  3.7534  0.09
H  -5.9411  0.1307  -7.9054  0.11
C  2.9133  -1.4200  4.5826  -0.13
N  1.1179  -1.3711  8.8126  0.01
C  -7.0593  -0.5584  -11.8625  -0.13
H  -6.1886  0.1116  10.6856  0.10
H  7.1192  -1.2683  0.3765  0.11
H  2.4424  -2.9912  9.2463  0.10
H  -3.5443  0.6501  10.3223  0.09
C  1.4846  2.5071  -2.9056  -0.14
O  1.4987  1.3639  -0.5470  -0.10
H  0.9186  2.7322  1.2087  0.17